1.
This record from the Open Molecules 2025 dataset describes a 14-piece molecular cluster, C87H203N11O19 overall in a non-equilibrium geometry. The level of theory is wB97M-V/def2-TZVPD.

```
! RIJCOSX wB97M-V def2-TZVPD def2/J DEFGRID3
* xyz 8 1
C -2.06 3.36 -1.32
O -1.98 4.24 -2.42
C -2.84 5.37 -2.24
C -3.04 6.16 -3.55
N -1.81 6.96 -3.88
H -1.96 7.59 -4.72
H -1.68 7.71 -3.20
C -0.54 6.24 -4.02
C 0.56 7.18 -4.64
O 0.11 7.54 -5.95
C 0.51 8.71 -6.55
H -1.23 2.64 -1.40
H -2.95 2.71 -1.28
H -1.94 3.93 -0.40
H -2.33 5.97 -1.49
H -3.81 5.02 -1.85
H -3.82 6.90 -3.27
H -3.26 5.47 -4.36
H -0.80 5.43 -4.73
H -0.17 5.88 -3.06
H 1.51 6.66 -4.50
H 0.62 8.12 -4.06
H 0.31 9.56 -5.87
H -0.15 8.76 -7.42
H 1.53 8.74 -6.93
C 4.69 1.00 -6.79
O 5.36 0.57 -5.62
C 6.75 0.31 -5.73
C 7.23 -0.11 -4.39
N 6.38 -1.26 -3.87
H 5.43 -0.85 -4.02
H 6.36 -2.07 -4.49
C 6.47 -1.69 -2.46
C 5.23 -2.53 -2.12
O 4.13 -1.74 -2.44
C 2.88 -2.11 -1.84
H 4.58 0.29 -7.63
H 5.13 1.93 -7.10
H 3.67 1.22 -6.39
H 7.36 1.17 -5.99
H 7.03 -0.44 -6.50
H 7.09 0.69 -3.62
H 8.26 -0.45 -4.45
H 6.53 -0.80 -1.84
H 7.39 -2.29 -2.36
H 5.27 -2.77 -1.05
H 5.26 -3.49 -2.62
H 2.93 -2.07 -0.75
H 2.55 -3.11 -2.11
H 2.11 -1.45 -2.25
C -3.82 -3.36 4.97
O -2.52 -2.73 5.00
C -1.65 -3.28 4.03
C -0.37 -2.41 4.05
N -0.52 -1.06 3.41
H -1.83 -0.37 3.54
H 0.17 -0.46 3.86
C -0.11 -1.11 1.98
C -0.44 0.29 1.37
O 0.04 0.47 0.05
C -0.85 -0.11 -0.94
H -3.74 -4.40 5.35
H -4.27 -3.32 3.95
H -4.43 -2.84 5.69
H -2.11 -3.22 3.05
H -1.36 -4.32 4.17
H 0.45 -2.99 3.59
H -0.10 -2.28 5.12
H -0.69 -1.97 1.53
H 0.95 -1.32 1.76
H 0.12 0.99 2.02
H -1.50 0.37 1.45
H -0.84 -1.18 -0.81
H -0.59 0.08 -1.97
H -1.91 0.15 -0.70
C -1.51 -3.62 8.74
O -2.34 -3.96 9.77
C -3.41 -4.83 9.46
C -4.35 -4.95 10.60
N -3.56 -5.36 11.80
H -3.15 -6.31 11.71
H -2.77 -4.67 11.91
C -4.20 -5.39 13.16
C -3.18 -4.71 14.11
O -2.67 -3.62 13.47
C -2.76 -2.36 14.11
H -0.69 -2.95 9.03
H -2.05 -3.14 7.91
H -0.98 -4.50 8.32
H -2.99 -5.80 9.16
H -3.96 -4.44 8.60
H -5.13 -5.71 10.41
H -4.87 -4.02 10.85
H -4.34 -6.42 13.52
H -5.15 -4.85 13.21
H -2.35 -5.41 14.27
H -3.67 -4.45 15.05
H -1.96 -1.71 13.67
H -2.50 -2.47 15.18
H -3.76 -1.88 14.04
C -5.79 -10.04 3.60
O -5.13 -9.20 2.68
C -5.11 -9.71 1.36
C -4.06 -8.89 0.56
N -2.83 -8.75 1.33
H -3.06 -8.66 2.34
H -2.18 -9.55 1.30
C -2.04 -7.46 1.13
C -0.91 -7.36 2.14
O -1.40 -7.50 3.41
C -0.37 -7.39 4.44
H -6.91 -10.14 3.41
H -5.70 -9.59 4.57
H -5.40 -11.09 3.51
H -6.05 -9.58 0.89
H -4.75 -10.73 1.34
H -4.44 -7.87 0.32
H -3.85 -9.31 -0.40
H -2.82 -6.67 1.16
H -1.61 -7.49 0.15
H -0.50 -6.35 1.96
H -0.18 -8.11 1.84
H -0.10 -6.35 4.48
H 0.53 -7.94 4.20
H -0.86 -7.70 5.35
C 0.43 2.24 -4.44
C -0.30 2.28 -5.79
C 0.57 2.84 -6.91
C -0.22 3.09 -8.25
N 0.60 3.49 -9.44
C -0.34 3.64 -10.62
C 0.46 3.32 -11.87
C 1.25 2.09 -11.37
C 1.56 2.47 -9.98
C 1.32 4.79 -9.20
H 0.90 3.12 -4.02
H 1.23 1.52 -4.41
H -0.17 1.88 -3.61
H -1.31 2.74 -5.68
H -0.58 1.24 -6.02
H 1.42 2.17 -7.02
H 0.97 3.81 -6.53
H -1.01 3.85 -8.12
H -0.74 2.20 -8.60
H -0.72 4.66 -10.57
H -1.14 2.88 -10.50
H 1.12 4.17 -12.04
H -0.13 3.22 -12.77
H 2.21 1.92 -11.86
H 0.67 1.20 -11.49
H 2.52 2.99 -9.91
H 1.55 1.55 -9.36
H 0.71 5.54 -8.71
H 1.54 5.18 -10.17
H 2.18 4.61 -8.58
C 3.58 7.97 2.44
C 3.18 6.49 2.55
C 3.21 5.73 1.16
C 3.05 4.27 1.45
N 3.07 3.40 0.14
C 2.91 1.96 0.50
C 3.49 1.15 -0.64
C 4.51 2.12 -1.30
C 4.45 3.42 -0.51
C 2.05 3.77 -0.89
H 3.00 8.52 1.74
H 4.59 7.98 2.03
H 3.67 8.37 3.45
H 2.14 6.34 2.90
H 3.89 5.96 3.17
H 4.15 5.92 0.66
H 2.46 6.17 0.48
H 2.09 4.06 1.94
H 3.85 3.87 2.08
H 1.88 1.73 0.69
H 3.41 1.79 1.45
H 2.70 0.75 -1.26
H 4.05 0.38 -0.15
H 4.28 2.28 -2.36
H 5.58 1.80 -1.22
H 4.66 4.31 -1.11
H 5.19 3.40 0.28
H 2.25 4.81 -1.21
H 1.05 3.64 -0.48
H 2.21 3.10 -1.76
C 8.01 -0.51 2.30
C 6.68 -0.54 1.53
C 5.52 -0.93 2.39
C 5.79 -2.30 2.95
N 4.61 -2.77 3.75
C 3.38 -2.83 2.87
C 2.74 -4.20 3.07
C 3.95 -5.09 3.20
C 4.83 -4.21 4.18
C 4.39 -1.86 4.95
H 7.81 -0.36 3.37
H 8.58 0.34 1.89
H 8.48 -1.48 2.16
H 6.79 -1.33 0.73
H 6.32 0.38 1.04
H 4.60 -0.81 1.83
H 5.26 -0.29 3.22
H 6.59 -2.29 3.70
H 5.97 -3.00 2.16
H 2.76 -1.95 3.05
H 3.75 -2.81 1.85
H 2.12 -4.25 3.95
H 2.13 -4.35 2.14
H 3.84 -6.08 3.67
H 4.54 -5.37 2.33
H 4.52 -4.35 5.22
H 5.89 -4.47 4.16
H 5.35 -1.80 5.46
H 3.62 -2.35 5.55
H 3.96 -0.89 4.66
C -1.47 3.85 2.53
C -0.71 5.05 3.08
C -1.49 6.06 3.94
C -0.60 7.27 4.16
N -1.14 8.48 4.88
C -1.37 8.19 6.31
C -0.36 8.97 7.15
C -0.02 10.17 6.26
C -0.07 9.59 4.87
C -2.35 8.94 4.22
H -1.84 3.23 3.34
H -0.78 3.19 2.03
H -2.35 4.05 1.89
H -0.28 5.62 2.23
H 0.12 4.68 3.69
H -1.61 5.57 4.93
H -2.45 6.28 3.45
H -0.25 7.67 3.21
H 0.31 7.00 4.70
H -2.35 8.60 6.59
H -1.40 7.12 6.47
H -0.78 9.14 8.14
H 0.58 8.40 7.27
H -0.69 11.01 6.38
H 0.97 10.56 6.49
H -0.32 10.34 4.11
H 0.82 8.99 4.72
H -2.70 9.87 4.67
H -3.15 8.19 4.36
H -2.15 9.02 3.14
C -5.42 2.72 0.46
C -6.21 2.18 -0.69
C -6.64 0.74 -0.43
C -5.47 -0.25 -0.50
N -5.90 -1.66 -0.43
C -6.93 -1.96 -1.45
C -8.20 -2.24 -0.72
C -7.73 -2.79 0.63
C -6.54 -1.96 0.99
C -4.66 -2.52 -0.55
H -6.06 2.71 1.33
H -5.15 3.79 0.30
H -4.47 2.15 0.54
H -5.66 2.34 -1.60
H -7.14 2.78 -0.76
H -7.40 0.46 -1.16
H -7.18 0.69 0.49
H -4.81 -0.15 0.34
H -4.91 -0.07 -1.41
H -6.63 -2.80 -2.10
H -6.91 -1.09 -2.06
H -8.81 -2.87 -1.40
H -8.72 -1.33 -0.44
H -7.50 -3.88 0.62
H -8.47 -2.73 1.44
H -5.79 -2.47 1.61
H -6.71 -1.00 1.48
H -4.94 -3.56 -0.36
H -3.94 -2.25 0.20
H -4.26 -2.41 -1.57
C 2.65 -4.36 -11.31
C 1.31 -4.96 -10.85
C 1.12 -4.93 -9.29
C 1.06 -3.48 -8.88
N 0.90 -3.28 -7.42
C 0.95 -1.78 -7.11
C 1.42 -1.58 -5.68
C 1.99 -3.01 -5.28
C 2.08 -3.79 -6.65
C -0.40 -3.77 -6.96
H 3.48 -4.75 -10.74
H 2.68 -3.28 -11.13
H 2.82 -4.60 -12.34
H 1.33 -6.01 -11.07
H 0.53 -4.37 -11.29
H 1.97 -5.38 -8.78
H 0.20 -5.49 -9.00
H 0.26 -2.93 -9.33
H 1.97 -2.97 -9.19
H -0.05 -1.38 -7.39
H 1.63 -1.25 -7.77
H 0.67 -1.31 -4.93
H 2.27 -0.93 -5.71
H 1.35 -3.50 -4.55
H 3.01 -2.95 -4.97
H 2.15 -4.86 -6.60
H 2.94 -3.39 -7.22
H -1.13 -3.37 -7.68
H -0.58 -3.39 -5.95
H -0.50 -4.83 -6.89
O -0.20 -5.39 -0.59
C -0.08 -4.01 -0.14
O -1.18 -3.49 0.19
O 1.12 -3.57 0.06
H 0.69 -5.69 -0.87
O -4.96 0.12 3.01
C -3.69 -0.30 2.95
O -2.82 0.21 3.70
O -3.45 -1.13 2.08
H -5.20 0.64 3.79
O 1.64 0.55 4.98
C 2.19 1.23 3.80
O 1.88 2.44 3.62
O 2.77 0.47 3.05
H 1.21 1.23 5.54
*
```

total energy = -5465.3072 Ha
lowest unoccupied orbital energy = -12.125 eV
HOMO-LUMO gap = 7.66 eV


2.
This record from the Open Molecules 2025 dataset describes C8H10 as an isolated structure in a non-equilibrium geometry. The level of theory is wB97M-V/def2-TZVPD.

```
! RIJCOSX wB97M-V def2-TZVPD def2/J DEFGRID3
* xyz 0 1
C 1.35 0.11 1.46
C 0.26 -0.09 0.30
C 0.95 -1.24 -0.66
C 0.19 -2.05 -1.30
C -1.16 -0.41 0.61
C -2.15 0.35 0.24
C 0.45 1.10 -0.42
C 0.04 2.39 -0.57
H 1.13 1.19 1.93
H 2.29 0.41 0.93
H 1.54 -0.72 1.88
H 2.19 -1.28 -0.42
H 0.56 -2.72 -1.94
H -0.83 -1.88 -1.38
H -1.40 -1.43 1.01
H -3.25 0.13 0.26
H -1.82 1.61 0.12
H 0.03 3.80 -0.33
*
```

ΔE to the lowest compared entry with this formula, charge and spin = 899.6 kJ/mol
total energy = -310.4930 Ha
lowest unoccupied orbital energy = 0.634 eV
HOMO-LUMO gap = 9.78 eV


3.
This record from the Open Molecules 2025 dataset describes the molecule C8H10 in a non-equilibrium geometry. The level of theory is wB97M-V/def2-TZVPD.

```
! RIJCOSX wB97M-V def2-TZVPD def2/J DEFGRID3
* xyz 0 1
C -1.83 1.50 0.75
C -2.04 0.38 1.58
C -0.90 -0.71 1.39
C -0.27 -0.04 -0.09
C 1.23 -0.24 -0.30
C 1.67 0.03 -1.61
C 1.78 -1.50 -1.17
C -0.79 1.28 -0.21
H -2.59 2.22 0.73
H -2.91 0.60 2.36
H -0.47 -0.14 2.35
H -1.26 -1.81 1.45
H 1.78 -0.10 0.76
H 0.73 -0.07 -2.38
H 2.63 0.79 -1.88
H 1.06 -2.10 -1.88
H 2.64 -2.19 -0.88
H -0.45 2.10 -0.97
*
```

ΔE to the lowest compared entry with this formula, charge and spin = 640.4 kJ/mol
SMILES = C1=CCC(C2CC2)=C1
total energy = -310.5918 Ha
lowest unoccupied orbital energy = 0.417 eV
HOMO-LUMO gap = 8.43 eV


Q: Which of these has the highest total energy?
A: number 2